Below is a structure of composition C28H43Cl2GeNO3V in a non-equilibrium geometry, with properties calculated with ωB97M-V/def2-TZVPD.

```
79
Properties=species:S:1:pos:R:3
V 0.21280 -1.19733 -0.75789
C -0.55523 3.58776 -1.53505
C -1.67294 3.73412 -0.49708
C -3.04623 3.60645 -1.16638
C -1.48535 2.70508 0.59025
C -0.91418 3.00164 1.81748
C -0.72952 2.03412 2.80367
C -1.10060 0.70302 2.61935
C -0.97349 -0.36069 3.66630
C -1.61343 0.57128 1.34912
C -1.83746 1.35474 0.40714
H -0.70225 4.27965 -2.36677
H -0.54860 2.56760 -1.92900
H 0.42643 3.78385 -1.10317
H -1.59469 4.72955 -0.05157
H -3.79986 3.23664 -0.46939
H -3.00498 2.90491 -2.00301
H -3.38192 4.56925 -1.55205
H -0.60628 4.02017 2.02365
H -0.29280 2.31415 3.75455
H -1.83384 -0.34593 4.34028
H -0.07804 -0.20910 4.26517
H -0.91826 -1.35065 3.21702
H -3.62462 -0.82774 0.42517
H -3.35729 -2.50462 -1.01695
C -0.32058 -2.34960 -4.13515
C -0.08253 -0.91201 -3.70743
C -0.49734 0.09858 -4.75314
O -0.83273 -0.64995 -2.47467
C 1.40283 -0.73678 -3.30500
O 2.22100 -0.45857 -4.15921
O 1.65103 -0.94146 -2.05199
H -1.37442 -2.50622 -4.38533
H -0.04552 -3.03949 -3.33563
H 0.28383 -2.56896 -5.01410
H -1.54456 -0.04812 -5.03268
H 0.12595 -0.02551 -5.63602
H -0.36449 1.11299 -4.37851
H -1.76679 -0.82799 -2.58543
C 4.15438 3.93002 -0.37742
C 3.17934 3.89174 0.79279
C 2.93452 2.47837 1.33341
C 2.20345 1.56380 0.34099
Ge 2.00366 -0.26530 1.06102
C 3.39408 -1.61324 0.70399
C 4.79621 -1.16612 1.14777
C 5.45731 -0.21037 0.16275
C 6.81729 0.27875 0.64459
H 4.34919 4.95599 -0.69503
H 3.77186 3.38692 -1.24261
H 5.11061 3.48021 -0.09898
H 2.21902 4.33020 0.49585
H 3.56500 4.51656 1.60587
H 2.33692 2.54244 2.24853
H 3.89749 2.04229 1.62313
H 2.71514 1.47594 -0.61941
H 1.20594 1.95846 0.15058
H 1.65914 -0.21465 2.56710
H 3.38138 -1.83760 -0.36344
H 3.06681 -2.50870 1.23488
H 5.43407 -2.05485 1.25224
H 4.76442 -0.71010 2.14410
H 4.80626 0.64937 -0.02033
H 5.55890 -0.71479 -0.80254
H 6.72582 0.82531 1.58668
H 7.28524 0.94393 -0.08346
H 7.49694 -0.55936 0.81525
Cl -2.40850 -1.35910 0.33267
C -2.17958 -2.87489 1.28204
C -3.11554 -3.42300 2.13818
C -2.69245 -4.50309 2.88783
C -1.37479 -4.97130 2.75848
C -0.48221 -4.38994 1.88341
Cl 1.12749 -4.99122 1.76986
C -0.84746 -3.28156 1.06063
N -0.06215 -2.68627 0.17879
H -4.12083 -3.03100 2.21124
H -3.37245 -4.98624 3.57366
H -1.03953 -5.81192 3.35077
```

HOMO (alpha / beta)   -0.2449 / -0.2356 hartree
Max |F|   2.2 eV Å⁻¹
2S+1   4
ΔE to the lowest compared entry with this formula, charge and spin   307.6 kcal per mole
HOMO-LUMO gap (alpha / beta)   5.61 / 4.30 eV
M   636.12 g/mol


Below is a structure of composition C28H43CrGeN4S4Si3, with properties calculated with ωB97M-V/def2-TZVPD.

```
84
Properties=species:S:1:pos:R:3
Cr 0.56663 -0.52145 -0.75947
S -0.55321 -3.84260 1.96895
C -0.37990 -2.56819 0.95699
S -0.76184 -2.50799 -0.71985
S 0.34598 -1.04810 1.55383
C 3.46030 2.71256 -0.08443
C 2.48236 1.76838 0.12079
N 1.86865 1.09942 -0.86089
C 2.23611 1.35172 -2.16166
C 3.25272 2.30009 -2.45162
C 3.85223 2.97489 -1.41209
C 3.58935 2.49816 -3.84914
C 2.96367 1.82042 -4.82833
C 1.91556 0.86247 -4.54580
C 1.26201 0.14238 -5.51028
C 0.26047 -0.76658 -5.12387
C -0.03308 -0.89282 -3.78314
N 0.56785 -0.20630 -2.81319
C 1.56438 0.66821 -3.17449
H 3.91059 3.21497 0.75692
H 2.17270 1.51008 1.12667
H 4.62747 3.70005 -1.62419
H 4.36689 3.21157 -4.08652
H 3.23345 1.97808 -5.86452
H 1.51997 0.26782 -6.55318
H -0.27955 -1.35214 -5.85125
H -0.81060 -1.57529 -3.45349
C -3.35959 -1.36308 2.65530
Si -3.42752 -0.25267 1.14729
C -4.70617 1.09627 1.50489
C -4.08523 -1.17262 -0.34957
Ge -1.26819 0.78358 0.80539
Si -1.56452 2.47400 -0.94251
C -2.28516 1.69781 -2.48877
C -2.86139 3.64225 -0.24591
C -0.06908 3.52524 -1.33232
Si -0.80099 1.89860 2.92114
C -2.33589 2.83100 3.49233
C 0.58310 3.17086 2.82258
C -0.38297 0.68746 4.29362
H -4.34264 -1.82301 2.78167
H -3.14591 -0.78662 3.55489
H -2.61821 -2.15532 2.57759
H -5.36317 0.73488 2.29757
H -5.31989 1.27627 0.62286
H -4.30550 2.04920 1.83330
H -4.97513 -1.72830 -0.04496
H -3.37374 -1.87576 -0.77301
H -4.38178 -0.46990 -1.12868
H -3.34753 1.50079 -2.34664
H -1.79641 0.76523 -2.76137
H -2.18008 2.38727 -3.32848
H -3.82093 3.16732 -0.06808
H -3.00297 4.40635 -1.01425
H -2.54875 4.14792 0.66317
H 0.62286 3.03998 -2.01395
H 0.48476 3.82120 -0.44323
H -0.43865 4.43344 -1.81634
H -2.75452 3.50262 2.74871
H -2.04689 3.43462 4.35466
H -3.12547 2.15402 3.81260
H 0.49617 3.83187 1.96194
H 1.57228 2.72038 2.80149
H 0.52775 3.78660 3.72309
H -1.00101 -0.20746 4.26985
H -0.53963 1.19149 5.24947
H 0.65398 0.35964 4.24558
C 0.79974 -6.28375 -0.22651
C 1.74451 -5.26812 0.31111
C 2.33197 -5.29578 1.54282
C 3.11033 -4.17784 1.91621
N 3.32170 -3.14056 1.13196
C 2.76403 -3.11697 -0.08957
S 2.93980 -1.83347 -1.15813
N 2.01057 -4.19827 -0.47150
C 3.67224 -4.10938 3.30200
H 0.68094 -7.10299 0.47687
H 1.15568 -6.68030 -1.17910
H -0.17330 -5.81397 -0.38596
H 2.14365 -6.10754 2.22572
H 1.55902 -4.09693 -1.37188
H 4.06384 -5.07378 3.62215
H 2.86191 -3.83400 3.98270
H 4.44682 -3.34953 3.35543
```

HOMO (alpha / beta)   -0.1790 / -0.2962 hartree
Max |F|   0.9 eV Å⁻¹
2S+1   6
ΔE to the lowest compared entry with this formula, charge and spin   7.4 kcal per mole
HOMO-LUMO gap (alpha / beta)   4.54 / 7.15 eV
M   772.81 g/mol


Below is a structure of composition C28H43CsF2N4O2PTe, with properties calculated with ωB97M-V/def2-TZVPD.

```
82
Properties=species:S:1:pos:R:3
Cs -1.46073 -2.87128 -1.81505
C -1.06967 -2.28176 2.12176
O -1.07261 -0.87438 2.26765
H -1.20447 -2.72653 3.10625
H -0.11805 -2.63010 1.70496
H -1.89854 -2.62150 1.48460
H -0.61438 -0.50853 1.49515
F -6.43138 -3.17237 -0.70898
C -6.05093 -2.29273 -1.70701
F -5.60519 -3.08705 -2.76124
H -6.97558 -1.81769 -2.06292
C -3.60547 1.92734 -1.94258
N -3.24432 1.56668 -0.51522
C -4.43763 1.85164 0.36131
N -5.59059 1.14026 -0.08454
C -5.87960 1.47877 -1.47471
N -4.76446 1.22349 -2.37476
C -4.53849 -0.20908 -2.62473
P -4.49849 -1.26761 -1.07994
C -2.92320 0.10371 -0.42336
C -5.54996 -0.31511 0.14457
H -2.72965 1.69679 -2.54434
H -3.79143 3.00519 -1.94938
H -2.45238 2.15640 -0.24037
H -4.61896 2.92876 0.31353
H -4.16940 1.56249 1.37656
H -6.12778 2.54271 -1.52571
H -6.74498 0.90372 -1.80372
H -3.57416 -0.30517 -3.13037
H -5.30743 -0.55636 -3.31761
H -1.99522 -0.01545 -0.98720
H -2.71775 -0.09823 0.63217
H -5.15036 -0.48969 1.14474
H -6.57806 -0.68233 0.13724
C 0.51234 1.13291 -4.30447
C -0.22438 0.55657 -3.10411
O -0.58041 -0.66906 -3.15944
N -0.41435 1.35675 -2.10525
Te 1.46443 -0.42918 -0.35835
C 2.67182 -1.75425 0.79391
C 2.91956 -1.56236 2.15904
C 2.38906 -0.38678 2.93193
C 3.70221 -2.49586 2.83834
C 4.23320 -3.61124 2.21235
C 5.09060 -4.59392 2.96194
C 3.96522 -3.78889 0.86047
C 3.20195 -2.87924 0.14010
C 2.98118 -3.13397 -1.33018
C 2.33215 1.40320 0.25836
C 1.55163 2.38719 0.86973
C 0.08074 2.21200 1.14508
C 2.16252 3.57403 1.26640
C 3.51683 3.80356 1.07945
C 4.15922 5.09116 1.51784
C 4.26707 2.81292 0.46010
C 3.69958 1.61707 0.03569
C 4.57924 0.60230 -0.64370
H 1.41261 0.53566 -4.45838
H 0.78408 2.17803 -4.17065
H -0.12205 1.02536 -5.18501
H 1.34203 -0.19123 2.69876
H 2.94879 0.52218 2.70193
H 2.46903 -0.57290 4.00267
H 3.89060 -2.34408 3.89609
H 4.96617 -4.48558 4.03877
H 6.14703 -4.43995 2.73178
H 4.84342 -5.62069 2.69033
H 4.36727 -4.65774 0.34927
H 3.50642 -4.03588 -1.64177
H 3.33085 -2.29520 -1.93414
H 1.92222 -3.26419 -1.56829
H -0.41144 1.77417 0.27566
H -0.37031 3.18212 1.36116
H -0.08455 1.57189 2.01554
H 1.55665 4.33964 1.73961
H 3.44235 5.73690 2.02350
H 4.56079 5.63746 0.66253
H 4.98758 4.90241 2.20254
H 5.32667 2.97588 0.29207
H 5.56380 1.02424 -0.84162
H 4.14144 0.28448 -1.59230
H 4.70841 -0.29289 -0.03205
```

HOMO (alpha / beta)   -0.2457 / -0.2458 hartree
Max |F|   0.3 eV Å⁻¹
2S+1   2
ΔE to the lowest compared entry with this formula, charge and spin   0.8 kcal per mole
HOMO-LUMO gap (alpha / beta)   6.59 / 6.59 eV
M   797.15 g/mol